# 1
C20H60O10 | wB97M-V/def2-TZVPD

As for the charge: 0. As for the total energy: -1550.27041 Ha. As for the structure (SMILES): CCO.CCO.CCO.CCO.CCO.CCO.CCO.CCO.CCO.CCO. As for the highest occupied orbital energy: -0.3452 Ha.

Bonds (Å) are listed after each position.
Positions of all 90 atoms, in Å:
1 C 8.847 -1.219 -6.585  C2 1.521, H4 1.090, H5 1.090, H6 1.090
2 C 7.539 -0.784 -7.228  C1 1.521, O3 1.429, H7 1.090, H8 1.090
3 O 6.810 -0.120 -6.193  C2 1.429, H9 0.960
4 H 9.350 -1.923 -7.248  C1 1.090
5 H 8.656 -1.720 -5.636  C1 1.090
6 H 9.518 -0.377 -6.413  C1 1.090
7 H 6.982 -1.617 -7.657  C2 1.090
8 H 7.771 -0.150 -8.083  C2 1.090
9 H 6.715 -0.753 -5.477  O3 0.960
10 C 2.625 0.344 -2.142  C11 1.555, H13 1.090, H14 1.090, H15 1.090
11 C 2.968 0.120 -3.641  C10 1.555, O12 1.429, H16 1.090, H17 1.090
12 O 1.773 -0.181 -4.366  C11 1.429, H18 0.960
13 H 2.142 1.301 -1.942  C10 1.090
14 H 3.500 0.215 -1.505  C10 1.090
15 H 1.889 -0.400 -1.838  C10 1.090
16 H 3.719 -0.652 -3.810  C11 1.090
17 H 3.484 1.000 -4.023  C11 1.090
18 H 1.191 0.578 -4.291  O12 0.960
19 C 5.327 -1.370 1.278  C20 1.541, H22 1.090, H23 1.090, H24 1.090
20 C 6.797 -0.965 1.499  C19 1.541, O21 1.421, H25 1.090, H26 1.090
21 O 7.569 -2.060 1.025  C20 1.421, H27 0.960
22 H 5.051 -1.722 0.285  C19 1.090
23 H 4.683 -0.504 1.433  C19 1.090
24 H 5.026 -2.148 1.980  C19 1.090
25 H 6.974 -0.736 2.550  C20 1.090
26 H 7.129 -0.132 0.880  C20 1.090
27 H 8.421 -2.063 1.466  O21 0.960
28 C 7.204 -6.371 0.496  C29 1.506, H31 1.090, H32 1.090, H33 1.090
29 C 7.898 -5.155 -0.058  C28 1.506, O30 1.426, H34 1.090, H35 1.090
30 O 6.995 -4.209 -0.627  C29 1.426, H36 0.960
31 H 7.898 -7.055 0.985  C28 1.090
32 H 6.746 -6.930 -0.320  C28 1.090
33 H 6.425 -6.131 1.221  C28 1.090
34 H 8.645 -5.464 -0.789  C29 1.090
35 H 8.391 -4.616 0.751  C29 1.090
36 H 7.133 -3.329 -0.270  O30 0.960
37 C 2.181 3.384 0.344  C38 1.534, H40 1.090, H41 1.090, H42 1.090
38 C 3.392 2.661 0.946  C37 1.534, O39 1.411, H43 1.090, H44 1.090
39 O 2.871 1.814 1.948  C38 1.411, H45 0.960
40 H 2.514 4.100 -0.408  C37 1.090
41 H 1.582 3.932 1.072  C37 1.090
42 H 1.490 2.672 -0.107  C37 1.090
43 H 4.092 3.316 1.466  C38 1.090
44 H 3.995 2.103 0.230  C38 1.090
45 H 2.351 1.111 1.552  O39 0.960
46 C 7.026 -4.337 -5.545  C47 1.533, H49 1.090, H50 1.090, H51 1.090
47 C 7.302 -4.720 -4.087  C46 1.533, O48 1.374, H52 1.090, H53 1.090
48 O 6.368 -4.180 -3.237  C47 1.374, H54 0.960
49 H 6.073 -4.794 -5.809  C46 1.090
50 H 7.709 -4.751 -6.287  C46 1.090
51 H 6.932 -3.260 -5.680  C46 1.090
52 H 8.286 -4.322 -3.837  C47 1.090
53 H 7.383 -5.795 -3.924  C47 1.090
54 H 6.549 -4.557 -2.373  O48 0.960
55 C 10.975 -2.981 -1.054  C56 1.527, H58 1.090, H59 1.090, H60 1.090
56 C 10.347 -3.380 -2.387  C55 1.527, O57 1.439, H61 1.090, H62 1.090
57 O 11.216 -3.112 -3.502  C56 1.439, H63 0.960
58 H 10.284 -3.248 -0.254  C55 1.090
59 H 11.138 -1.904 -1.021  C55 1.090
60 H 11.941 -3.467 -0.919  C55 1.090
61 H 9.429 -2.798 -2.469  C56 1.090
62 H 9.970 -4.403 -2.418  C56 1.090
63 H 10.894 -3.560 -4.287  O57 0.960
64 C 8.475 3.732 -3.594  C65 1.531, H67 1.090, H68 1.090, H69 1.090
65 C 8.202 5.237 -3.664  C64 1.531, O66 1.387, H70 1.090, H71 1.090
66 O 8.925 5.888 -2.675  C65 1.387, H72 0.960
67 H 9.540 3.502 -3.616  C64 1.090
68 H 8.086 3.241 -4.487  C64 1.090
69 H 7.905 3.293 -2.775  C64 1.090
70 H 7.143 5.320 -3.419  C65 1.090
71 H 8.363 5.728 -4.624  C65 1.090
72 H 8.487 5.717 -1.838  O66 0.960
73 C 6.594 0.344 -2.066  C74 1.518, H76 1.090, H77 1.090, H78 1.090
74 C 6.276 -1.133 -2.215  C73 1.518, O75 1.389, H79 1.090, H80 1.090
75 O 6.690 -1.505 -3.488  C74 1.389, H81 0.960
76 H 6.069 0.808 -1.231  C73 1.090
77 H 6.272 0.901 -2.946  C73 1.090
78 H 7.654 0.570 -1.948  C73 1.090
79 H 5.202 -1.221 -2.052  C74 1.090
80 H 6.857 -1.714 -1.499  C74 1.090
81 H 6.544 -2.454 -3.491  O75 0.960
82 C 8.118 3.523 0.224  C83 1.563, H85 1.090, H86 1.090, H87 1.090
83 C 7.341 4.828 0.594  C82 1.563, O84 1.413, H88 1.090, H89 1.090
84 O 7.145 5.628 -0.554  C83 1.413, H90 0.960
85 H 9.048 3.881 -0.218  C82 1.090
86 H 7.447 3.005 -0.461  C82 1.090
87 H 8.404 2.891 1.065  C82 1.090
88 H 7.862 5.255 1.451  C83 1.090
89 H 6.368 4.518 0.976  C83 1.090
90 H 6.696 6.406 -0.215  O84 0.960

Atom charges from the Löwdin analysis, given in e for atoms 1 to 4: number 1, C, carries -0.095; number 2, C, carries -0.310; number 3, O, carries -0.089; number 4, H, carries 0.071

# 2
C20H60O10S10 | wB97M-V/def2-TZVPD

As for the charge: 0. As for the total energy: -5531.83700 Ha. As for the highest occupied orbital energy: -0.3255 Ha.

Bonds (Å) are listed after each position.
Positions of all 100 atoms, in Å:
1 C -1.640 0.790 0.409  S2 1.837, H5 1.090, H6 1.090, H7 1.090
2 S 0.131 1.239 0.212  C1 1.837, O3 1.522, C4 1.849
3 O 0.910 0.320 1.141  S2 1.522
4 C 0.393 0.533 -1.476  S2 1.849, H8 1.090, H9 1.090, H10 1.090
5 H -1.915 0.955 1.450  C1 1.090
6 H -1.601 -0.300 0.399  C1 1.090
7 H -2.270 1.290 -0.327  C1 1.090
8 H 0.059 1.212 -2.260  C4 1.090
9 H -0.148 -0.409 -1.572  C4 1.090
10 H 1.475 0.456 -1.580  C4 1.090
11 C 4.198 -0.532 1.913  S12 1.829, H15 1.090, H16 1.090, H17 1.090
12 S 5.391 -1.009 0.611  C11 1.829, O13 1.505, C14 1.892
13 O 6.346 0.140 0.436  S12 1.505
14 C 6.312 -2.210 1.746  S12 1.892, H18 1.090, H19 1.090, H20 1.090
15 H 3.627 -1.329 2.390  C11 1.090
16 H 3.501 0.234 1.574  C11 1.090
17 H 4.698 -0.033 2.743  C11 1.090
18 H 7.297 -2.255 1.281  C14 1.090
19 H 5.826 -3.177 1.871  C14 1.090
20 H 6.419 -1.752 2.730  C14 1.090
21 C 2.951 3.797 1.120  S22 1.873, H25 1.090, H26 1.090, H27 1.090
22 S 3.254 3.697 -0.725  C21 1.873, O23 1.579, C24 1.806
23 O 4.596 4.484 -0.996  S22 1.579
24 C 3.789 1.972 -0.716  S22 1.806, H28 1.090, H29 1.090, H30 1.090
25 H 2.120 3.129 1.347  C21 1.090
26 H 2.506 4.748 1.413  C21 1.090
27 H 3.898 3.638 1.636  C21 1.090
28 H 3.038 1.451 -0.122  C24 1.090
29 H 4.813 1.883 -0.356  C24 1.090
30 H 3.932 1.568 -1.718  C24 1.090
31 C -6.072 0.439 1.483  S32 1.878, H35 1.090, H36 1.090, H37 1.090
32 S -6.432 1.402 -0.088  C31 1.878, O33 1.489, C34 1.831
33 O -5.905 0.554 -1.193  S32 1.489
34 C -5.301 2.794 0.282  S32 1.831, H38 1.090, H39 1.090, H40 1.090
35 H -6.992 -0.118 1.665  C31 1.090
36 H -5.729 1.053 2.315  C31 1.090
37 H -5.233 -0.232 1.296  C31 1.090
38 H -4.252 2.603 0.509  C34 1.090
39 H -5.641 3.315 1.177  C34 1.090
40 H -5.240 3.409 -0.616  C34 1.090
41 C 2.885 -1.987 5.374  S42 1.835, H45 1.090, H46 1.090, H47 1.090
42 S 1.301 -2.853 5.044  C41 1.835, O43 1.534, C44 1.822
43 O 0.698 -3.215 6.408  S42 1.534
44 C 0.381 -1.376 4.505  S42 1.822, H48 1.090, H49 1.090, H50 1.090
45 H 2.705 -1.230 6.137  C41 1.090
46 H 3.293 -1.435 4.527  C41 1.090
47 H 3.581 -2.721 5.779  C41 1.090
48 H 0.969 -0.915 3.712  C44 1.090
49 H 0.275 -0.755 5.395  C44 1.090
50 H -0.570 -1.574 4.010  C44 1.090
51 C 1.033 2.745 6.481  S52 1.876, H55 1.090, H56 1.090, H57 1.090
52 S 0.625 2.006 4.805  C51 1.876, O53 1.470, C54 1.868
53 O 0.145 3.209 4.111  S52 1.470
54 C 2.339 1.587 4.190  S52 1.868, H58 1.090, H59 1.090, H60 1.090
55 H 1.514 1.974 7.083  C51 1.090
56 H 0.242 3.282 7.004  C51 1.090
57 H 1.792 3.496 6.263  C51 1.090
58 H 2.991 1.020 4.853  C54 1.090
59 H 2.842 2.353 3.600  C54 1.090
60 H 2.189 0.982 3.296  C54 1.090
61 C -5.406 -2.989 -0.927  S62 1.850, H65 1.090, H66 1.090, H67 1.090
62 S -3.769 -3.712 -0.460  C61 1.850, O63 1.527, C64 1.805
63 O -2.868 -3.004 -1.469  S62 1.527
64 C -3.721 -2.821 1.109  S62 1.805, H68 1.090, H69 1.090, H70 1.090
65 H -5.234 -1.998 -1.346  C61 1.090
66 H -6.049 -2.770 -0.074  C61 1.090
67 H -5.701 -3.680 -1.717  C61 1.090
68 H -2.675 -2.735 1.400  C64 1.090
69 H -4.422 -3.271 1.813  C64 1.090
70 H -3.869 -1.749 0.979  C64 1.090
71 C -1.734 -2.191 -4.693  S72 1.876, H75 1.090, H76 1.090, H77 1.090
72 S -3.541 -2.644 -4.921  C71 1.876, O73 1.548, C74 1.901
73 O -3.934 -2.666 -6.418  S72 1.548
74 C -3.276 -4.446 -4.376  S72 1.901, H78 1.090, H79 1.090, H80 1.090
75 H -1.168 -2.980 -5.188  C71 1.090
76 H -1.491 -2.126 -3.632  C71 1.090
77 H -1.630 -1.237 -5.208  C71 1.090
78 H -4.014 -5.052 -4.902  C74 1.090
79 H -3.284 -4.671 -3.310  C74 1.090
80 H -2.325 -4.722 -4.832  C74 1.090
81 C -1.557 4.283 -3.900  S82 1.833, H85 1.090, H86 1.090, H87 1.090
82 S -2.059 2.860 -2.859  C81 1.833, O83 1.558, C84 1.808
83 O -3.225 3.350 -1.950  S82 1.558
84 C -2.830 1.786 -4.092  S82 1.808, H88 1.090, H89 1.090, H90 1.090
85 H -0.486 4.117 -4.017  C81 1.090
86 H -1.743 5.212 -3.362  C81 1.090
87 H -2.093 4.354 -4.846  C81 1.090
88 H -2.071 1.385 -4.763  C84 1.090
89 H -3.535 2.341 -4.711  C84 1.090
90 H -3.286 0.883 -3.684  C84 1.090
91 C 4.607 -1.129 -3.066  S92 1.862, H95 1.090, H96 1.090, H97 1.090
92 S 3.122 -0.307 -3.831  C91 1.862, O93 1.536, C94 1.809
93 O 3.435 0.205 -5.244  S92 1.536
94 C 2.309 -1.898 -4.112  S92 1.809, H98 1.090, H99 1.090, H100 1.090
95 H 5.224 -0.290 -2.745  C91 1.090
96 H 5.274 -1.652 -3.751  C91 1.090
97 H 4.464 -1.722 -2.162  C91 1.090
98 H 2.279 -2.674 -3.346  C94 1.090
99 H 2.630 -2.438 -5.003  C94 1.090
100 H 1.309 -1.548 -4.369  C94 1.090

Atom charges from the Löwdin analysis, given in e for atoms 1 to 4: number 1, C, carries -0.223; number 2, S, carries 0.832; number 3, O, carries -0.578; number 4, C, carries -0.238